A 5-piece molecular cluster, C49H53BrClN6O11PS overall. Source: the Open Molecules 2025 dataset; level of theory: wB97M-V/def2-TZVPD.

Properties
relative energy (zero: lowest compared OMol25 entry of this formula, charge and spin) = 11.270 eV
SMILES = CCOCCCCCc1cc2c(cc1CCC(N)=O)Nc1c(CCCCl)cc(P(O)Br)cc1S2.O=[N+]([O-])c1ccccc1.O=[N+]([O-])c1ccccc1.O=[N+]([O-])c1ccccc1.O=[N+]([O-])c1ccccc1
LUMO energy = -0.75 eV
gap between HOMO and LUMO = 6.676 eV
HOMO energy = -7.43 eV
calculated total energy = -6828.217970 Ha

```
! wB97M-V def2-TZVPD RIJCOSX def2/J DEFGRID3
* xyz 0 1
Br -2.676 -8.650 4.800
Cl -2.420 -0.749 3.658
S -1.440 -4.588 0.260
P -3.239 -6.570 5.515
O 3.274 2.219 0.838
O 0.622 0.917 8.196
O 0.804 7.305 -1.015
O 0.612 8.581 -2.752
O -0.968 2.378 8.328
O 2.917 -7.938 5.112
O -1.974 0.231 -8.401
O 1.389 -6.464 4.677
O -0.847 3.767 -3.289
O -2.253 -0.218 -10.499
O -2.623 -6.347 7.127
N -0.377 1.384 8.725
N 1.173 7.704 -2.111
N 0.534 -2.478 2.065
N -2.361 0.513 -9.526
N 2.354 -7.147 4.368
N 4.469 0.723 -0.493
C 2.238 -6.096 2.168
C -0.762 -1.074 11.520
C 4.368 -7.651 1.261
C -1.484 -0.623 -4.263
C -1.872 6.054 -3.014
C -2.571 0.521 11.631
C -0.247 -0.419 10.407
C -0.903 0.705 9.910
C -0.478 -1.220 5.756
C 0.988 -0.681 -1.503
C -1.491 0.521 -5.384
C 2.363 7.084 -2.697
C 2.829 7.522 -3.934
C -0.369 -3.360 4.318
C -1.660 4.569 -2.391
C -2.992 1.820 -9.721
C 2.071 1.776 -1.267
C 3.008 6.055 -2.013
C 2.687 -5.965 0.862
C -0.381 -3.403 2.735
C -0.867 1.920 -4.904
C -1.924 -0.607 12.128
C 2.854 -7.007 3.010
C 3.748 -6.744 0.406
C -4.046 3.425 -11.168
C 0.099 -1.574 -2.454
C 0.554 -2.326 5.142
C 3.295 1.587 -0.262
C -0.541 -3.104 -0.344
C -1.330 -4.441 2.098
C 3.924 -7.785 2.572
C 4.591 5.881 -3.823
C -1.000 -0.170 4.666
C -4.148 4.311 -10.099
C -1.265 -4.329 5.173
C -3.466 2.174 -10.983
C -0.017 -1.300 -4.042
C -2.195 -5.373 4.492
C -2.230 -5.408 2.943
C 1.769 0.519 -2.215
C 0.306 -2.267 0.633
C -0.669 -2.776 -1.869
C 1.065 -1.041 -0.004
C -3.101 2.698 -8.645
C -1.428 2.445 -3.497
C 3.948 6.916 -4.496
C 4.124 5.452 -2.584
C -3.679 3.948 -8.839
C -2.061 1.184 10.520
H 5.196 -8.255 0.904
H 1.408 -5.484 2.509
H 1.211 0.917 -3.145
H -2.575 2.061 10.143
H 4.360 -0.057 0.188
H 4.317 7.248 -5.461
H -0.129 0.137 3.998
H 2.655 5.712 -1.047
H -0.260 -1.952 11.913
H -4.594 5.289 -10.248
H 4.412 -8.495 3.230
H -1.306 -1.832 6.261
H -1.188 2.705 -5.688
H -2.883 -6.159 2.376
H -2.739 2.428 -7.658
H -1.367 0.755 5.244
H 1.521 -2.615 2.315
H 0.658 -0.795 9.941
H -1.253 -4.336 6.322
H 0.071 -0.659 6.612
H -3.475 0.882 12.109
H 2.208 -5.257 0.193
H -2.572 2.456 -3.491
H -2.328 -1.125 12.992
H -1.640 -6.422 7.003
H 1.711 -0.378 0.668
H 5.459 5.404 -4.268
H -0.902 0.120 -6.291
H -1.937 -0.317 -3.261
H 4.435 0.274 -1.423
H 0.035 -2.345 -4.530
H -3.762 4.642 -8.009
H 0.278 1.906 -4.916
H 2.335 8.326 -4.470
H -1.283 -3.412 -2.596
H -2.655 4.094 -2.102
H 1.088 2.071 -0.769
H -4.416 3.712 -12.146
H 1.347 -1.832 4.465
H -1.063 1.806 -2.604
H -1.000 6.744 -2.678
H 1.137 -2.851 5.979
H 2.743 0.055 -2.638
H -1.054 4.723 -1.428
H 0.835 -0.658 -4.444
H -2.145 -1.483 -4.666
H 4.091 -6.644 -0.619
H 2.362 2.648 -1.971
H -3.390 1.495 -11.824
H 4.630 4.646 -2.063
H -1.884 6.037 -4.157
H -2.585 0.681 -5.696
H -2.832 6.555 -2.647
*
```